DFT (ωB97M-V/def2-TZVPD) results for the molecule C5H9N at a distorted geometry.

E_LUMO	1.142	eV
HOMO-LUMO gap	10.416	eV
SMILES string	NC1CC=CC1
max |F|	0.0296	hartree/bohr
E_tot	-250.6466	hartree
energy above the lowest of the compared OMol25 structures with the same formula, charge and spin	0.5531	eV
charge	0

Last column: natural (NBO) charge in e.
Element x y z (Å)
1 C -0.79273 -0.04934 0.44595  -0.04
2 C 0.16721 -1.26615 0.38404  -0.45
3 C 1.31991 -0.69291 -0.39328  -0.19
4 C 1.33120 0.63643 -0.40449  -0.20
5 C 0.15790 1.16268 0.39122  -0.46
6 H -1.20877 -0.07415 -1.53691  0.35
7 H -2.35657 0.65838 -0.68622  0.35
8 H -1.42088 -0.02240 1.32949  0.19
9 H 0.46989 -1.51450 1.43636  0.21
10 H -0.32369 -2.10619 -0.07432  0.23
11 H 2.08402 -1.31142 -0.82015  0.21
12 H 2.09500 1.27148 -0.85782  0.21
13 H 0.53058 1.36305 1.43132  0.21
14 H -0.32373 2.09369 0.02885  0.21
15 N -1.72934 -0.14863 -0.67402  -0.83